1.
18
Properties=species:S:1:pos:R:3:forces:R:3 method="wB97M-V/def2-TZVPD" fmax_ha_per_bohr=0.118 orbital_gap_ha=0.40853 smiles="C#C[C@@H]([NH2+]C)C(C)=O" energy_ha=-364.2642 charge=+1 multiplicity=1 lumo_ev=-3.3
C -2.2036 -0.0313 -1.6065 2.1 0.4 0.9
C -1.3306 -0.0576 -0.7645 -1.0 -0.2 0.1
C 0.5701 1.2554 0.0464 -2.7 1.6 -0.1
C -0.2675 2.5528 -0.0500 1.6 -0.8 1.9
C 0.8069 -2.4157 0.9456 4.2 4.2 1.3
C -0.2749 -0.0531 0.2712 0.3 -0.1 -2.3
N 0.6884 -1.1929 -0.0647 -0.4 -1.5 1.4
O 1.7477 1.2187 -0.0365 1.5 -0.7 0.0
H -2.6332 0.2472 -2.5329 -0.8 -0.3 -0.2
H -0.5283 2.8294 0.9990 -0.3 -0.2 -0.7
H -1.0879 2.5069 -0.7047 -1.2 -0.4 -0.4
H 0.3707 3.3265 -0.3943 0.8 0.7 -0.3
H -0.0711 -2.8703 1.0973 -3.4 -1.4 0.4
H 1.5817 -3.1127 0.6467 0.0 0.1 -0.6
H 1.2254 -1.9180 1.9474 -1.2 -1.1 -2.1
H -0.6658 -0.0554 1.2668 -0.1 -0.4 0.7
H 1.6036 -0.7354 -0.0343 0.4 0.2 -0.4
H 0.4685 -1.4946 -1.0320 0.3 0.0 0.7

***

2.
17
Properties=species:S:1:pos:R:3:forces:R:3 method="wB97M-V/def2-TZVPD" fmax_ha_per_bohr=0.086 orbital_gap_ha="0.27453 / 0.24070" energy_ha=-581.8317 multiplicity=3 s2=2.376 lumo_ev="0.2 / -0.8"
B 1.1030 -1.1432 -0.1864 2.0 0.2 0.9
B -0.1083 1.9308 -0.3300 -0.6 -0.3 -0.7
C -1.3252 -1.8893 0.9297 -3.5 0.6 -0.6
C -2.3531 -0.7255 0.7359 -0.1 -3.9 2.1
C -0.0731 -1.7524 0.6266 1.4 1.0 -0.5
C -1.3744 1.0727 -0.5317 2.2 1.1 -1.7
O -2.1279 0.4111 0.1935 -1.8 0.0 1.2
O 2.0882 -0.1978 0.3202 -1.5 -1.5 -0.7
O 1.2857 -1.8127 -1.3698 -0.4 -0.3 -0.3
O 0.3867 2.5114 -1.4682 1.8 0.6 -0.3
O 0.3735 2.0245 0.9201 -1.7 -1.7 0.5
H -1.8332 -2.9186 1.1650 1.0 2.0 -0.1
H -3.3609 -0.8085 1.2482 1.4 0.2 -0.8
H 2.9186 -0.2113 -0.1806 -0.5 -0.1 0.0
H 2.1084 -1.9691 -1.8362 0.1 0.5 0.3
H 1.3386 2.8041 -1.4420 -1.7 -0.4 0.2
H 0.9532 2.6737 1.2055 1.8 1.8 0.5

***

3.
73
Properties=species:S:1:pos:R:3:forces:R:3 method="wB97M-V/def2-TZVPD" fmax_ha_per_bohr=0.057 orbital_gap_ha=0.34525 energy_ha=-3860.4760 charge=+2 multiplicity=1 lumo_ev=-5.2
C 1.0901 -4.8837 -0.9054 0.8 -0.3 -0.9
C 0.6196 -3.8869 0.1165 0.6 1.4 1.6
N 1.6194 -2.7386 0.6104 0.9 -0.5 -0.6
C 1.8033 -1.6508 -0.5491 -0.9 -2.1 1.7
C 1.0012 -1.9268 1.8228 0.9 -0.9 0.6
C 0.7569 -2.7513 3.1777 0.3 -0.2 -2.9
C 3.0004 -3.4013 0.9277 -0.4 0.6 1.3
C 4.0843 -2.4372 1.5086 -0.4 0.1 -0.2
O 3.7744 -1.9718 2.7985 -0.5 0.1 0.6
C 4.6918 -0.9665 3.2339 -0.4 0.7 0.5
H 1.7283 -5.6486 -0.4629 -0.1 0.1 0.3
H 1.6842 -4.5382 -1.7515 -0.2 0.6 0.0
H 0.2648 -5.4370 -1.3534 -0.3 0.2 0.2
H 0.4059 -4.5042 0.9891 0.0 0.5 0.3
H -0.2481 -3.2460 -0.0399 -0.3 -0.6 -0.7
H 0.8346 -1.1513 -0.5655 0.4 0.3 -0.1
H 1.9171 -2.2264 -1.4677 0.5 0.3 0.0
H 2.6299 -1.0183 -0.2253 -0.3 0.0 -0.5
H 0.1312 -1.4617 1.3592 -0.1 -0.2 0.5
H 1.7568 -1.1638 2.0100 -0.2 0.1 -0.1
H 1.6719 -3.3067 3.3837 0.0 0.3 0.4
H 0.0175 -3.4969 2.8854 -0.3 0.0 0.7
H 0.4404 -2.1410 4.0235 0.1 0.1 -0.4
H 3.3286 -3.9846 0.0674 0.1 0.6 -0.2
H 2.7978 -4.1602 1.6834 -0.2 0.1 0.1
H 4.1887 -1.5801 0.8434 0.3 0.1 -0.2
H 5.0570 -2.9101 1.6441 0.0 -0.5 -0.9
H 4.5083 -0.6439 4.2587 -0.3 -0.9 0.3
H 4.4744 -0.0114 2.7557 0.4 -0.1 -0.9
H 5.7347 -1.2797 3.1857 0.0 0.0 -0.4
C -0.6688 4.9066 -4.1806 0.2 0.0 0.5
C -0.2509 4.0853 -2.9304 0.0 1.0 -0.1
C -0.1150 2.5943 -3.1843 0.4 -0.2 0.4
O 0.9966 2.3782 -4.0240 0.6 -0.4 0.5
C 1.4381 1.0133 -3.9802 -0.1 -0.5 -0.6
N 1.0833 4.6203 -2.3792 -0.4 0.2 -1.6
H 1.4538 4.1696 -1.5547 0.0 -0.6 0.7
H 1.7393 4.5487 -3.1439 0.7 -0.5 -0.3
H 1.0364 5.6154 -2.2131 -0.4 0.4 0.4
H -0.0326 4.7428 -5.0503 -0.2 -0.7 0.0
H -0.6365 5.9933 -4.1030 0.0 0.1 0.8
H -1.7176 4.6620 -4.3492 0.2 -0.1 -0.4
H -0.9206 4.2682 -2.0901 -0.3 -0.2 -0.2
H -1.0182 2.1355 -3.5867 -0.4 0.4 -0.5
H 0.0097 2.0822 -2.2302 0.4 0.1 0.2
H 1.3464 0.5464 -2.9995 -0.3 0.3 0.3
H 2.4802 0.8540 -4.2574 0.1 0.9 -0.1
H 0.8827 0.4301 -4.7146 -0.3 -0.1 0.1
C -5.3495 -0.0550 -0.5447 -0.6 0.1 -0.2
C -4.5749 1.0006 0.1815 -0.4 0.2 -0.8
C -4.5842 0.7876 1.6679 -0.5 1.3 1.6
O -3.9441 -0.3903 2.0172 1.5 0.8 -1.9
C -4.0698 -0.7217 3.3555 -0.8 -1.4 1.0
N -3.1708 0.8847 -0.2829 0.6 0.0 0.2
H -2.9867 -0.1077 -0.2459 0.9 -0.3 0.2
H -2.9854 1.2371 -1.2111 -0.5 -0.1 -0.6
H -2.5473 1.4453 0.2802 0.8 -0.1 0.8
H -5.0590 -1.0403 -0.1803 -0.3 -0.1 0.1
H -5.1944 -0.0196 -1.6230 -0.1 0.1 -0.1
H -6.3965 0.1650 -0.3363 -0.1 -0.5 -0.1
H -4.8205 2.0037 -0.1672 -0.7 0.1 0.7
H -5.5426 0.8180 2.1861 -0.9 -0.3 -1.0
H -4.1797 1.6650 2.1726 1.0 0.2 0.0
H -3.2345 -1.3675 3.6263 -0.1 0.0 0.0
H -5.0090 -1.2743 3.3784 0.0 -0.3 0.8
H -4.1504 0.0787 4.0911 0.3 0.5 -0.4
As 0.7220 2.2942 0.9747 0.4 -0.9 2.7
F -0.7367 2.6013 0.0004 0.2 0.4 0.0
F 0.0100 3.2162 2.3437 1.1 -1.0 -2.1
F 2.1645 1.8150 1.9254 -1.7 0.7 -1.0
F 1.3423 1.3658 -0.3633 -0.1 -0.1 -0.2
F 1.5711 3.6608 0.2336 -0.8 -0.2 0.6
F -0.1452 0.8164 1.5272 0.5 1.0 -0.3

***

4.
49
Properties=species:S:1:pos:R:3:forces:R:3 method="wB97M-V/def2-TZVPD" fmax_ha_per_bohr=0.179 orbital_gap_ha="0.18832 / 0.21160" energy_ha=-1599.1724 charge=+1 multiplicity=5 s2=6.009 lumo_ev="-2.4 / -6.3"
C 1.1755 -0.2863 -1.7377 1.6 1.1 -1.2
C 0.1158 0.0365 -2.6459 1.0 -0.7 -2.4
C -0.8572 -1.0179 -2.5684 0.5 -1.5 -2.0
C -0.4335 -1.9189 -1.5402 0.7 -2.0 -1.4
C 0.8292 -1.4401 -1.0389 0.5 -2.3 0.1
Pd -0.7159 -0.0545 -0.8304 -4.5 5.2 6.2
P -0.3490 2.6650 0.5366 0.1 -0.3 0.5
H 2.0975 0.2932 -1.6070 -0.6 -0.2 0.0
H 0.0584 0.8892 -3.3108 0.1 -0.1 0.1
H -1.7489 -1.1131 -3.1744 0.1 0.1 0.2
H 1.4076 -1.9072 -0.2472 -0.1 0.1 -0.2
H -0.9652 -2.8078 -1.2138 0.2 0.3 -0.1
H -1.3756 3.2400 1.3532 0.4 -0.2 -0.3
H -0.4410 3.5548 -0.5835 0.1 -0.4 0.4
H 0.7900 3.2431 1.1964 -0.3 0.2 -0.3
C -0.9883 2.8679 6.0128 0.0 -0.2 -0.3
C 0.2483 2.8154 5.3519 -0.2 -0.3 -0.1
C 0.4393 1.9128 4.2937 0.1 0.4 0.1
C -0.6060 1.0786 3.8960 -0.3 -0.6 -0.3
C -1.8446 1.1357 4.5371 -0.1 0.3 0.3
C -2.0340 2.0282 5.6017 0.2 0.0 -0.1
Sb -0.3105 -0.3134 2.2240 0.7 1.2 1.5
C 1.7280 -0.8442 2.8046 -0.3 -0.4 -0.2
C 2.7947 -0.7077 1.9121 0.2 0.0 0.2
C 4.1063 -0.9019 2.3641 0.0 0.0 0.2
C 4.3526 -1.1885 3.7152 -0.4 0.0 -0.2
C 3.2779 -1.3416 4.6013 -0.1 0.0 -0.4
C 1.9618 -1.1920 4.1383 0.3 0.0 0.2
C -1.6826 -1.9352 2.6603 -0.2 0.0 -0.3
C -1.2309 -3.0820 3.3146 -0.1 -0.1 0.1
C -2.1471 -4.0779 3.6821 -0.1 0.2 -0.2
C -3.5047 -3.9396 3.3586 0.2 0.4 -0.1
C -3.9485 -2.7990 2.6686 0.4 0.0 0.1
C -3.0298 -1.8013 2.2996 -0.2 -0.2 0.2
H -1.1330 3.5585 6.8495 0.0 -0.3 -0.4
H 1.0692 3.4668 5.6627 -0.3 -0.2 -0.1
H 1.4093 1.8716 3.7898 -0.3 0.0 0.2
H -2.6602 0.4843 4.2204 0.2 0.1 0.1
H -2.9995 2.0604 6.1136 0.4 0.0 -0.2
H 2.6207 -0.4333 0.8712 0.1 0.0 0.3
H 4.9427 -0.8280 1.6600 -0.4 0.1 0.3
H 5.3745 -1.3011 4.0777 -0.3 0.0 -0.1
H 3.4490 -1.5829 5.6521 0.0 0.1 -0.3
H 1.1320 -1.3304 4.8354 0.2 0.1 -0.2
H -0.1741 -3.1949 3.5552 -0.2 0.0 0.0
H -1.7968 -4.9581 4.2268 -0.1 0.3 -0.2
H -4.2172 -4.7164 3.6473 0.3 0.3 -0.1
H -5.0109 -2.6830 2.4258 0.5 0.0 0.1
H -3.3742 -0.9206 1.7503 0.1 -0.3 0.1

***

5.
14
Properties=species:S:1:pos:R:3:forces:R:3 method="wB97M-V/def2-TZVPD" fmax_ha_per_bohr=0.061 orbital_gap_ha=0.31418 smiles="S=C(CS)N1CC1" energy_ha=-1007.6677 multiplicity=1 lumo_ev=0.0
C 1.0929 -1.3355 0.3232 0.7 -0.6 0.3
C 0.3477 -0.1644 0.8733 0.9 0.9 2.1
C -1.6241 1.2876 0.3779 2.6 1.0 -1.4
C -1.0911 0.7180 -0.9207 -1.2 -0.4 -2.3
H 2.9594 -0.8442 -1.2769 -2.1 -0.5 -0.1
H 1.9010 -1.6016 1.0398 -0.4 0.3 -0.9
H 0.4305 -2.1899 0.2823 -0.4 -0.2 0.3
H -2.6429 1.1593 0.5935 -1.1 0.1 0.4
H -1.0500 2.2119 0.6076 -0.8 -0.8 0.5
H -0.2198 1.1479 -1.4134 -0.3 0.3 0.2
H -1.7844 0.1907 -1.6171 0.6 0.5 0.5
N -0.8508 0.0796 0.2962 0.2 -0.5 1.8
S 1.5855 -1.2772 -1.4272 2.4 0.8 0.2
S 0.9462 0.6178 2.2614 -1.0 -0.8 -1.8

***

6.
67
Properties=species:S:1:pos:R:3:forces:R:3 method="wB97M-V/def2-TZVPD" fmax_ha_per_bohr=0.023 orbital_gap_ha="0.24070 / 0.24068" energy_ha=-6928.7983 charge=+2 multiplicity=1 lumo_ev="-6.7 / -6.7"
Tc 0.9031 -0.6242 0.3684 -1.0 0.4 0.5
Br 2.8051 -3.3278 7.1830 0.0 0.0 0.1
C 2.7853 -2.7157 5.4114 0.0 0.0 0.0
C 1.8943 -1.7262 5.0334 0.0 0.0 -0.1
C 1.8629 -1.3013 3.7135 0.0 0.1 0.1
C 2.7259 -1.8484 2.7811 -0.1 0.1 -0.3
C 3.6231 -2.8394 3.1690 0.1 -0.1 0.0
C 3.6562 -3.2723 4.4814 0.0 0.0 -0.1
N 2.6504 -1.3870 1.4147 -0.1 -0.1 0.2
C 3.7061 -1.4389 0.6948 0.2 0.2 -0.2
C 3.6601 -0.9140 -0.6613 -0.1 0.0 0.2
C 4.7601 -0.9243 -1.4969 0.1 0.0 0.0
C 4.6562 -0.3343 -2.7457 0.1 0.0 0.0
C 3.4581 0.2626 -3.0974 0.0 0.1 0.0
C 2.3968 0.2291 -2.2113 0.0 -0.1 0.1
N 2.4752 -0.3636 -1.0129 0.3 0.1 -0.3
H 1.2246 -1.2908 5.7621 0.0 0.0 0.0
H 1.1786 -0.5185 3.4190 0.0 -0.1 0.0
H 4.2756 -3.3290 2.4571 0.0 0.0 0.0
H 4.3494 -4.0459 4.7806 0.0 0.0 0.0
H 4.6547 -1.7921 1.0865 0.0 0.0 0.0
H 5.6818 -1.3805 -1.1616 0.0 0.0 0.0
H 5.4967 -0.3323 -3.4261 0.0 0.0 0.0
H 3.3334 0.7556 -4.0512 0.0 0.0 0.0
H 1.4523 0.6805 -2.4671 0.0 0.0 0.0
C -0.5218 3.1419 2.6727 0.0 -0.1 0.0
C -0.3965 1.7116 2.2004 0.0 0.2 0.1
S 1.1483 1.3153 1.4427 0.1 -0.5 -0.2
C -1.3553 0.7982 2.4049 -0.1 0.0 0.1
C -2.6541 1.0398 3.1227 0.1 -0.1 -0.1
S -1.1325 -0.7794 1.6516 0.1 0.1 -0.2
H 0.4065 3.6888 2.5216 0.0 0.0 0.0
H -0.7677 3.1806 3.7336 0.0 0.0 0.0
H -1.3093 3.6665 2.1275 0.0 0.0 0.0
H -2.8058 2.1020 3.2996 0.0 0.0 0.0
H -2.6748 0.5365 4.0909 0.0 0.0 0.0
H -3.4938 0.6623 2.5374 0.0 0.0 0.0
S 0.9757 -4.2838 1.4819 0.0 -0.1 -0.1
Sb -1.3808 -4.2038 2.1542 0.0 0.0 0.1
S 0.5004 -3.1051 -0.1684 0.3 0.2 0.0
S -1.4246 -2.0408 3.2801 0.0 -0.2 0.0
S -1.5563 -3.4692 -0.1789 0.0 0.0 0.0
N -0.5715 -0.2525 -1.0678 0.2 -0.2 0.1
S -1.0275 1.2172 -1.5862 0.3 0.1 -0.1
C -1.0274 1.1700 -3.3652 0.0 0.0 -0.1
C -0.8675 -0.0258 -4.0448 0.0 0.0 -0.1
C -0.8578 -0.0053 -5.4332 0.0 0.0 0.0
C -1.0021 1.1963 -6.1126 0.0 0.0 0.0
C -1.1554 2.3890 -5.4142 0.0 0.0 0.0
C -1.1615 2.3848 -4.0277 0.0 0.0 0.0
C -2.7517 1.3572 -1.2260 -0.1 0.0 0.0
C -3.1296 2.3497 -0.3338 -0.1 0.0 0.0
C -4.4755 2.4845 -0.0167 0.0 0.0 0.0
C -5.4076 1.6295 -0.5853 0.0 0.0 0.0
C -5.0103 0.6378 -1.4790 0.0 0.0 0.0
C -3.6752 0.4988 -1.8134 0.0 0.0 0.0
H -1.3379 -0.9180 -1.1459 -0.1 0.1 0.1
H -0.7453 -0.9547 -3.5024 0.0 0.0 0.0
H -0.7393 -0.9294 -5.9829 0.0 0.0 0.0
H -0.9902 1.2057 -7.1942 0.0 0.0 0.0
H -1.2650 3.3224 -5.9492 0.0 0.0 0.0
H -1.2753 3.3105 -3.4756 0.0 0.0 0.0
H -2.3875 3.0105 0.0973 0.0 0.0 0.0
H -4.7935 3.2603 0.6668 0.0 0.0 0.0
H -6.4558 1.7416 -0.3428 0.0 0.0 0.0
H -5.7468 -0.0137 -1.9296 0.0 0.0 0.0
H -3.3662 -0.2489 -2.5346 0.0 0.0 0.0

***

7.
12
Properties=species:S:1:pos:R:3:forces:R:3 method="wB97M-V/def2-TZVPD" fmax_ha_per_bohr=0.101 orbital_gap_ha=0.28342 energy_ha=-302.5366 multiplicity=1 lumo_ev=-0.2
C -0.7500 0.2911 -0.6149 1.4 1.4 -1.4
C 1.1178 0.0916 -0.5132 -4.4 0.0 2.7
N -1.1224 1.2132 0.3854 0.4 -0.9 -0.2
C 0.8339 -1.2704 -0.0962 3.6 -1.6 1.2
N 0.9894 -1.6659 1.1446 -1.2 0.8 -1.7
O 1.7591 1.0328 -0.1763 0.4 -0.4 -1.1
H -0.5549 2.0567 0.3942 -1.1 -0.2 0.6
H -1.9911 0.9787 0.8576 0.8 1.0 0.1
H 1.2685 -0.8892 1.7516 0.2 -0.2 -0.3
H -0.7613 0.7200 -1.6172 -0.3 0.1 -0.4
H -1.4013 -0.5800 -0.6183 0.5 -0.2 0.2
H 0.6122 -1.9787 -0.8973 -0.4 0.1 0.4